The following is a quantum chemistry calculation of 2 unconnected molecules or ions with the total composition C12H16N2, from the OMol25 dataset.

Results
Multiplicity: 1
Energy, Eh: -576.26081
SMILES: CCc1c[nH]cn1.Cc1ccccc1

XYZ file:
```
30
C12H16N2 (ωB97M-V/def2-TZVPD)
C -4.353 0.671 -0.468
C -2.958 1.287 -0.205
C -2.011 1.062 -1.284
C -1.317 -0.045 -1.666
N -0.511 0.168 -2.773
C -0.765 1.567 -3.081
N -1.671 2.056 -2.225
H -4.521 0.670 -1.624
H -5.185 1.301 -0.069
H -4.436 -0.285 -0.020
H -2.922 2.451 -0.181
H -2.362 0.735 0.608
H -1.552 -1.045 -1.204
H 0.074 -0.658 -3.132
H -0.656 2.001 -4.014
C 3.533 -2.664 1.390
C 2.745 -1.352 1.364
C 1.382 -1.332 1.552
C 0.507 -0.259 1.347
C 1.171 0.930 1.629
C 2.596 0.973 1.467
C 3.408 -0.149 1.228
H 3.644 -2.950 2.477
H 4.446 -2.504 0.803
H 3.230 -3.505 0.844
H 0.859 -2.366 1.582
H -0.597 -0.327 1.050
H 0.638 1.735 1.944
H 3.152 1.856 1.649
H 4.434 -0.020 1.011
```

Just the Mulliken charges please, in e? Sure, here they are: number 1, C, carries -1.10; number 2, C, carries 0.02; number 3, C, carries 0.63; number 4, C, carries -0.66; number 5, N, carries -0.12; number 6, C, carries -0.35; number 7, N, carries -0.61; number 8, H, carries 0.29; number 9, H, carries 0.30; number 10, H, carries 0.36; number 11, H, carries 0.27; number 12, H, carries 0.05; number 13, H, carries 0.35; number 14, H, carries 0.29; number 15, H, carries 0.39; number 16, C, carries -1.38; number 17, C, carries 0.77; number 18, C, carries -0.53; number 19, C, carries 0.10; number 20, C, carries -0.83; number 21, C, carries -0.35; number 22, C, carries -0.54; number 23, H, carries 0.26; number 24, H, carries 0.35; number 25, H, carries 0.41; number 26, H, carries 0.21; number 27, H, carries 0.10; number 28, H, carries 0.54; number 29, H, carries 0.38; number 30, H, carries 0.43

=====

The following is a quantum chemistry calculation of 2 unconnected molecules or ions with the total composition C12H16N2O, from the OMol25 dataset.

Results
Multiplicity: 1
Energy, Eh: -651.52477
SMILES: CCc1cccc(C)c1.Oc1cc[nH]n1

XYZ file:
```
31
C12H16N2O (ωB97M-V/def2-TZVPD)
C -1.618 0.301 -2.014
C -2.126 1.020 -0.737
C -1.325 0.348 0.441
C -1.091 1.047 1.648
C -0.358 0.368 2.608
C -0.251 -0.997 2.557
C -0.577 -1.665 1.465
C -0.342 -3.168 1.334
C -1.084 -1.017 0.366
H -2.170 -0.647 -2.061
H -0.581 0.193 -1.968
H -1.887 0.824 -2.915
H -3.131 0.776 -0.394
H -1.982 2.108 -0.790
H -1.519 2.127 1.710
H -0.037 0.977 3.455
H 0.172 -1.588 3.393
H -1.158 -3.587 1.022
H -0.012 -3.550 2.336
H 0.436 -3.377 0.502
H -1.168 -1.448 -0.582
O 1.328 1.755 -3.054
C 1.856 1.284 -1.904
C 3.143 1.059 -1.599
C 3.052 0.861 -0.182
N 1.742 0.858 0.128
N 1.003 1.163 -0.875
H 0.434 1.451 -3.253
H 4.050 1.208 -2.115
H 3.816 0.357 0.418
H 1.385 0.956 1.060
```

Just the Mulliken charges please, in e? Sure, here they are: number 1, C, carries -1.67; number 2, C, carries -0.70; number 3, C, carries 0.64; number 4, C, carries -0.47; number 5, C, carries -1.01; number 6, C, carries -0.40; number 7, C, carries 0.64; number 8, C, carries -1.56; number 9, C, carries -0.14; number 10, H, carries 0.30; number 11, H, carries 0.55; number 12, H, carries 0.40; number 13, H, carries 0.43; number 14, H, carries 0.39; number 15, H, carries 0.24; number 16, H, carries 0.37; number 17, H, carries 0.27; number 18, H, carries 0.48; number 19, H, carries 0.34; number 20, H, carries 0.27; number 21, H, carries 0.57; number 22, O, carries -0.54; number 23, C, carries 0.76; number 24, C, carries -0.98; number 25, C, carries -0.35; number 26, N, carries 0.23; number 27, N, carries -0.29; number 28, H, carries 0.30; number 29, H, carries 0.41; number 30, H, carries 0.34; number 31, H, carries 0.19

=====

The following is a quantum chemistry calculation of 2 unconnected molecules or ions with the total composition C12H16N2O, from the OMol25 dataset.

Results
Multiplicity: 1
Energy, Eh: -651.55567
SMILES: Cc1c[nH]c2ccccc12.CCC(N)=O

XYZ file:
```
31
C12H16N2O (ωB97M-V/def2-TZVPD)
C 1.761 -2.252 1.172
C 1.522 -1.433 0.002
C 2.501 -0.983 -0.928
N 2.025 -0.300 -2.046
C 0.637 -0.496 -1.900
C -0.296 -0.040 -2.767
C -1.686 -0.144 -2.485
C -2.002 -0.711 -1.272
C -1.092 -1.129 -0.305
C 0.278 -1.164 -0.673
H 2.149 -3.218 0.661
H 0.828 -2.233 1.790
H 2.472 -1.986 1.852
H 3.601 -0.925 -0.718
H 2.647 -0.149 -2.805
H -0.099 0.684 -3.577
H -2.522 0.232 -3.176
H -3.039 -0.773 -0.987
H -1.395 -1.483 0.770
C -2.179 2.884 1.871
C -1.650 1.521 1.320
C -0.321 1.119 2.042
N 0.776 1.068 1.264
O -0.111 0.984 3.246
H -2.676 2.634 2.803
H -2.627 3.349 0.990
H -1.363 3.622 1.882
H -2.446 0.751 1.439
H -1.454 1.553 0.204
H 1.585 0.820 1.671
H 0.774 0.840 0.249
```

Just the Mulliken charges please, in e? Sure, here they are: number 1, C, carries -1.36; number 2, C, carries 0.66; number 3, C, carries -0.56; number 4, N, carries -0.11; number 5, C, carries 0.01; number 6, C, carries -0.45; number 7, C, carries -0.42; number 8, C, carries -0.55; number 9, C, carries -0.53; number 10, C, carries 0.42; number 11, H, carries 0.28; number 12, H, carries 0.29; number 13, H, carries 0.41; number 14, H, carries 0.33; number 15, H, carries 0.23; number 16, H, carries 0.31; number 17, H, carries 0.31; number 18, H, carries 0.39; number 19, H, carries 0.31; number 20, C, carries -1.38; number 21, C, carries 0.13; number 22, C, carries 0.42; number 23, N, carries -0.31; number 24, O, carries -0.71; number 25, H, carries 0.34; number 26, H, carries 0.39; number 27, H, carries 0.35; number 28, H, carries 0.28; number 29, H, carries 0.04; number 30, H, carries 0.27; number 31, H, carries 0.21

=====

The following is a quantum chemistry calculation of a gas-phase ion, C12H16N2O (charge +2), from the OMol25 dataset.

Results
Multiplicity: 1
Energy, Eh: -650.83388
Net charge: +2

XYZ file:
```
31
C12H16N2O (ωB97M-V/def2-TZVPD)
C -2.406 1.404 1.830
C -1.279 0.617 1.525
C -3.482 1.270 0.995
C -3.406 0.406 -0.100
C 1.305 -0.826 0.734
C 2.040 0.222 0.040
C -1.235 -0.124 0.336
C -0.011 -0.931 -0.111
C 1.981 -1.800 1.494
C 3.457 0.517 0.422
C 1.896 1.314 -2.109
C -2.627 -1.131 -1.552
N 1.448 0.612 -1.043
N -2.356 -0.287 -0.422
O -0.041 -1.717 -1.029
H -2.530 1.707 2.822
H -0.377 0.624 2.244
H -4.283 1.954 1.121
H -4.303 0.441 -0.670
H 2.009 -2.723 0.828
H 1.463 -2.263 2.327
H 2.970 -1.468 1.861
H 3.861 -0.053 1.153
H 3.601 1.511 0.616
H 4.062 0.338 -0.507
H 2.715 0.698 -2.367
H 2.424 2.276 -1.907
H 1.138 1.385 -2.990
H -1.913 -1.994 -1.555
H -3.701 -1.454 -1.521
H -2.422 -0.527 -2.467
```

Just the Mulliken charges please, in e? Sure, here they are: number 1, C, carries -0.62; number 2, C, carries -0.28; number 3, C, carries -0.54; number 4, C, carries 0.02; number 5, C, carries -0.34; number 6, C, carries 0.79; number 7, C, carries 0.35; number 8, C, carries 1.50; number 9, C, carries -1.24; number 10, C, carries -1.49; number 11, C, carries -0.83; number 12, C, carries -0.90; number 13, N, carries -0.21; number 14, N, carries 0.07; number 15, O, carries -0.54; number 16, H, carries 0.47; number 17, H, carries 0.32; number 18, H, carries 0.43; number 19, H, carries 0.43; number 20, H, carries 0.39; number 21, H, carries 0.42; number 22, H, carries 0.36; number 23, H, carries 0.45; number 24, H, carries 0.43; number 25, H, carries 0.37; number 26, H, carries 0.43; number 27, H, carries 0.35; number 28, H, carries 0.29; number 29, H, carries 0.35; number 30, H, carries 0.42; number 31, H, carries 0.35

=====

Calculated values (eV) of E_LUMO for the records, taken in order: 0.77 0.86 0.64 -10.06.